Entry 1:
DFT (ωB97M-V/def2-TZVPD) results for a molecular structure, C21H24BN7PdS.

Values from the calculation:
highest occupied orbital energy	-14.88	eV
lowest unoccupied orbital energy	-7.97	eV
ΔE to the lowest compared entry with this formula, charge and spin	17.6	kJ/mol
2S+1	1
total charge	+2
DFT total energy	-47573.0632	eV

Last column: natural (NBO) charge in e.
Geometry (Å):
Pd  -0.47048  0.86055  0.19172  1.1848
B  -2.01094  -0.98986  2.26630  0.1492
N  -0.47588  -0.84616  2.51509  -0.2646
C  0.30341  -1.39316  3.43505  0.0780
C  1.57641  -0.81688  3.36915  -0.3086
C  1.49017  0.10394  2.35507  0.0123
N  0.22296  0.11443  1.87782  -0.3092
N  -2.13666  -1.47614  0.78927  -0.2591
C  -2.86396  -2.45424  0.25716  0.0539
C  -2.85199  -2.33043  -1.12914  -0.3167
C  -2.08398  -1.20865  -1.37414  -0.0229
N  -1.67100  -0.69877  -0.20119  -0.3128
H  -2.46418  -1.80469  3.00808  0.0047
H  -2.49821  0.11560  2.33564  -0.0397
H  -0.09702  -2.13074  4.11123  0.2547
H  2.42641  -1.03331  3.99142  0.2614
H  2.24407  0.75687  1.94951  0.2305
H  -3.35201  -3.17228  0.89488  0.2542
H  -3.33482  -2.96589  -1.84987  0.2626
H  -1.82303  -0.74204  -2.30895  0.2255
S  2.96377  1.30898  -2.48692  0.5877
C  2.17493  -0.14255  -2.92888  -0.3504
C  1.07887  -0.44037  -2.16887  -0.3129
C  0.92934  0.59031  -1.23308  0.1789
C  1.82892  1.60769  -1.23737  -0.3907
C  1.73860  2.67900  -0.26930  0.2054
C  2.56252  3.78403  -0.14428  -0.2113
C  2.31858  4.68285  0.88188  -0.0905
C  1.26378  4.46496  1.76036  -0.2319
C  0.47451  3.34757  1.58485  0.0787
N  0.71537  2.48530  0.59107  -0.4435
H  2.57850  -0.73424  -3.73626  0.2771
H  0.48988  -1.33680  -2.24696  0.2777
H  3.38102  3.92974  -0.83577  0.2553
H  2.95288  5.55108  1.00058  0.2578
H  1.05418  5.14634  2.57172  0.2639
H  -0.35457  3.11720  2.24140  0.2395
C  -4.31386  2.37755  -3.11669  -0.5910
C  -2.93989  3.05618  -3.02127  -0.5331
C  -2.07470  2.38195  -2.06307  0.5732
N  -1.41278  1.84863  -1.29772  -0.4612
H  -4.92100  2.92741  -3.83151  0.2542
H  -4.82329  2.38438  -2.15531  0.2317
H  -4.22194  1.35017  -3.46365  0.2259
H  -3.02476  4.09525  -2.69621  0.2839
H  -2.41959  3.05502  -3.98142  0.2822
C  2.17604  -5.59380  0.60629  -0.5892
C  2.95454  -4.28888  0.79540  -0.5208
C  2.13824  -3.11206  0.49509  0.3717
N  1.49297  -2.19344  0.24871  -0.4496
H  2.82205  -6.43715  0.83981  0.2379
H  1.83369  -5.69931  -0.42159  0.2207
H  1.31068  -5.63227  1.26583  0.2184
H  3.83135  -4.25710  0.14707  0.2599
H  3.31190  -4.19180  1.82195  0.2562



Entry 2:
DFT (ωB97M-V/def2-TZVPD) results for a molecular structure, C21H24Cl2NOPtSb2 at a distorted geometry.

Values from the calculation:
highest occupied orbital energy (spin up / spin down)	-8.10 / -10.01	eV
lowest unoccupied orbital energy (spin up / spin down)	-4.01 / -5.95	eV
ΔE to the lowest compared entry with this formula, charge and spin	98.0	kJ/mol
2S+1	3
total charge	+1
DFT total energy	-67060.6482	eV

Last column: Löwdin spin population.
Geometry (Å):
Pt  -0.78418  -0.18676  -0.39804  0.5855
Cl  -4.22677  2.38936  -3.19053  0.0651
C  -4.14570  0.78439  -2.71104  0.1521
C  -5.15020  -0.06182  -3.13419  -0.0247
C  -5.26599  -1.38757  -2.70040  0.2149
Cl  -6.80961  -2.14474  -2.79597  0.0773
C  -4.23569  -1.91872  -1.87583  0.0140
C  -4.33321  -3.16281  -1.31834  0.0315
C  -3.30332  -3.67238  -0.58058  0.0006
C  -2.20401  -2.83746  -0.29514  0.0309
N  -2.13812  -1.57894  -0.80269  0.0602
C  -3.12728  -1.07795  -1.61170  0.0541
C  -2.98397  0.24250  -2.13282  0.0718
O  -1.82411  0.83434  -2.00683  0.3399
H  -5.97316  0.34379  -3.66959  -0.0037
H  -5.27087  -3.74265  -1.50593  0.0018
H  -3.38262  -4.65374  -0.15377  -0.0003
H  -1.31307  -3.16972  0.23221  0.0028
C  0.42760  3.72262  -0.49790  0.0334
Sb  1.03266  1.72830  -0.97279  0.0513
C  0.78032  1.49991  -3.17844  0.0144
C  3.22802  0.90451  -0.76965  0.0287
C  3.44080  1.19630  0.59290  0.0137
C  3.79642  2.49414  0.98634  0.0006
C  4.21601  2.84122  2.25748  0.0079
C  3.98378  1.88807  3.29486  0.0011
C  3.49443  0.62115  2.95713  0.0062
C  3.40159  0.13455  1.63732  0.0026
C  2.96200  -1.18856  1.33062  0.0422
Sb  0.67948  -1.19508  1.39742  0.0673
C  0.32589  -0.03315  3.14919  0.0041
C  0.54044  -3.17653  2.19879  0.0372
H  0.52716  3.84907  0.58518  0.0002
H  -0.60149  3.89928  -0.78510  0.0004
H  1.03702  4.40855  -1.06567  0.0029
H  1.58727  1.99560  -3.70039  0.0019
H  -0.22331  1.88062  -3.41434  0.0010
H  0.74697  0.37048  -3.28175  -0.0002
H  3.81885  1.52512  -1.44071  0.0009
H  2.99635  -0.13488  -1.07850  -0.0002
H  3.65580  3.22091  0.15155  -0.0002
H  4.62837  3.84775  2.47745  0.0004
H  4.18937  2.09751  4.32443  -0.0001
H  3.21226  -0.02845  3.79217  0.0003
H  3.09651  -1.92423  2.14935  0.0018
H  2.97476  -1.58622  0.27153  0.0014
H  0.80834  -0.49846  3.98174  0.0008
H  -0.77004  0.16716  3.28302  -0.0005
H  0.78494  0.93716  3.01366  0.0000
H  0.98689  -3.04011  3.18977  0.0042
H  1.17654  -3.79651  1.56289  0.0003
H  -0.47009  -3.62690  2.25165  0.0003